# 1
{
  "formula": "C41H42N7O2PTb",
  "method": "ωB97M-V/def2-TZVPD",
  "total_charge": 3,
  "largest_force_ev_per_a": 1.7,
  "molar_mass_g_mol": 854.7,
  "homo_lumo_gap_ha": [0.282, 0.284],
  "spin_multiplicity": 7,
  "total_energy_ha": -3286.45461,
  "e_lumo_ev": [-8.26, -8.20],
  "relative_energy_kcal_mol": 0.0,
  "elements": ["Tb", "C", "N", "C", "C", "N", "C", "C", "C", "C", "C", "C", "N", "C", "N", "C", "C", "C", "C", "C", "C", "N", "H", "H", "H", "H", "H", "H", "H", "H", "H", "H", "H", "H", "H", "H", "H", "O", "N", "C", "C", "C", "C", "C", "C", "C", "P", "C", "C", "C", "C", "C", "C", "C", "C", "C", "C", "C", "C", "H", "H", "H", "H", "H", "H", "H", "H", "H", "H", "H", "H", "H", "H", "H", "H", "O", "C", "C", "C", "C", "C", "C", "N", "H", "H", "H", "H", "H", "H", "H", "H", "H", "H", "H"],
  "coordinates": [[0.895518, 0.302822, -0.138895], [0.714418, 1.994022, 3.075305], [1.089018, 0.625722, 2.661305], [2.442918, 0.209322, 3.083705], [3.356118, -0.023478, 1.912705], [3.080618, 0.360822, 0.675905], [4.184118, 0.003822, -0.088895], [4.453018, 0.232122, -1.436195], [5.665918, -0.218478, -1.916395], [6.577518, -0.890978, -1.093495], [6.331318, -1.106278, 0.247905], [5.125518, -0.632478, 0.743705], [4.558718, -0.629278, 2.003305], [0.501418, 2.895822, 1.896305], [0.618118, 2.489822, 0.642605], [0.296218, 3.587222, -0.141595], [0.252518, 3.707022, -1.527395], [-0.125582, 4.932622, -2.037695], [-0.455782, 6.003622, -1.197795], [-0.411582, 5.896422, 0.178905], [-0.024382, 4.669422, 0.698505], [0.123318, 4.186022, 1.983005], [-0.214382, 1.976422, 3.656205], [1.483818, 2.434722, 3.721405], [0.423318, -0.014278, 3.090805], [2.901018, 0.977722, 3.721105], [2.395418, -0.707778, 3.681105], [3.753318, 0.779722, -2.060195], [5.934618, -0.036978, -2.945095], [7.506718, -1.233378, -1.519395], [7.046618, -1.600178, 0.884005], [5.012418, -0.964578, 2.841505], [0.525318, 2.865922, -2.165495], [-0.164582, 5.079222, -3.106295], [-0.744182, 6.942622, -1.643395], [-0.662182, 6.726222, 0.816905], [-0.017482, 4.724222, 2.825005], [1.545218, -0.402078, -2.700895], [0.199318, -0.113378, -2.414595], [-0.659982, -0.153278, -3.360895], [-2.059182, 0.162922, -3.208095], [-2.822182, 0.100222, -4.386095], [-4.165582, 0.419622, -4.392895], [-4.761482, 0.893722, -3.235795], [-4.018182, 0.985422, -2.067395], [-2.690782, 0.575622, -2.006795], [-1.907282, 0.481622, -0.342895], [-2.631082, 1.868522, 0.601905], [-2.849982, 1.682622, 1.967505], [-3.367082, 2.710122, 2.735505], [-3.641882, 3.939522, 2.153105], [-3.386182, 4.140422, 0.805805], [-2.873982, 3.114722, 0.029505], [-2.786282, -0.936878, 0.420105], [-4.174182, -1.039578, 0.470705], [-4.766282, -2.078778, 1.166505], [-3.983582, -3.021178, 1.814505], [-2.601182, -2.927978, 1.770105], [-2.004782, -1.887378, 1.077705], [1.678718, -0.602578, -3.656695], [-0.339182, -0.412378, -4.375595], [-2.351682, -0.191878, -5.314895], [-4.735482, 0.324122, -5.302595], [-5.799182, 1.190822, -3.238395], [-4.483682, 1.401322, -1.187195], [-2.650082, 0.717322, 2.417205], [-3.577982, 2.550822, 3.782805], [-4.070182, 4.731722, 2.746305], [-3.599782, 5.096822, 0.354205], [-2.682982, 3.277722, -1.021795], [-4.800682, -0.311378, -0.015995], [-5.841882, -2.150678, 1.213005], [-4.449682, -3.825678, 2.359905], [-1.999182, -3.664978, 2.281505], [-0.915782, -1.787078, 1.047605], [1.190018, -1.857778, 0.013205], [1.563418, -2.860678, -0.639695], [0.663018, -3.546978, -1.616095], [0.397818, -4.941878, -0.971895], [0.513018, -4.989978, 0.568605], [1.923518, -5.192478, 1.155105], [2.824818, -3.953478, 1.043105], [2.706918, -3.497678, -0.338895], [1.117218, -3.665178, -2.598495], [-0.266282, -2.978578, -1.713095], [1.074518, -5.684378, -1.396595], [-0.616882, -5.234078, -1.245195], [-0.080582, -5.841878, 0.899905], [0.059618, -4.092478, 0.995405], [2.401418, -6.031778, 0.647205], [1.825118, -5.463278, 2.206705], [3.862818, -4.187078, 1.275905], [2.473118, -3.147878, 1.691705], [2.963918, -4.236478, -0.985895]],
  "atomic_forces_ev_per_a": [[0.581, 0.185, -0.158], [-0.056, 0.293, 0.030], [-0.184, -0.196, -0.104], [0.283, -0.080, 0.025], [-0.094, 0.063, 0.011], [0.350, 0.000, 0.670], [0.709, -0.290, 0.149], [-0.041, 0.023, 0.115], [-0.115, 0.016, -0.062], [-0.007, -0.022, 0.095], [-0.026, 0.028, 0.083], [-0.258, 0.272, -0.931], [-0.284, 0.142, 0.153], [-0.052, -0.159, 0.025], [-0.002, 0.210, 0.575], [-0.146, 0.705, 0.096], [0.055, -0.129, 0.179], [-0.010, -0.112, -0.134], [-0.001, -0.021, 0.074], [0.066, -0.093, 0.076], [0.136, -0.289, -0.979], [0.125, -0.326, 0.100], [0.092, -0.056, -0.044], [-0.125, -0.105, -0.042], [0.153, 0.147, -0.101], [-0.094, -0.171, -0.045], [-0.055, 0.130, -0.043], [0.155, -0.046, -0.003], [0.006, 0.001, -0.109], [0.116, -0.024, -0.023], [0.165, -0.073, 0.052], [-0.140, 0.068, 0.024], [-0.065, 0.201, -0.061], [0.000, 0.011, -0.080], [-0.022, 0.090, -0.026], [-0.043, 0.190, 0.083], [0.003, -0.126, 0.058], [-0.070, -0.116, -0.492], [0.029, 0.079, -0.274], [0.363, -0.082, 0.002], [-0.802, 0.199, 0.084], [0.311, -0.032, 0.226], [-0.154, 0.111, 0.092], [0.146, -0.096, -0.209], [0.184, 0.016, 0.050], [0.206, 0.145, -0.093], [-1.708, -0.073, 0.148], [0.269, 0.088, -0.082], [0.024, -0.126, -0.101], [0.037, 0.092, 0.089], [0.002, -0.035, -0.023], [-0.073, 0.088, 0.033], [0.016, -0.185, 0.013], [0.461, 0.007, -0.016], [0.081, -0.060, -0.004], [-0.020, 0.072, -0.051], [0.164, -0.050, 0.021], [-0.026, -0.127, 0.094], [0.201, 0.300, -0.119], [-0.078, 0.182, 0.562], [0.053, -0.025, 0.152], [0.075, -0.087, -0.030], [-0.058, 0.034, -0.117], [-0.078, 0.035, -0.002], [-0.074, -0.042, 0.061], [-0.096, -0.037, 0.062], [-0.011, -0.030, 0.081], [-0.048, 0.106, 0.066], [-0.027, 0.094, -0.061], [-0.011, 0.061, -0.091], [-0.085, 0.064, -0.031], [-0.098, 0.002, -0.020], [-0.065, -0.103, 0.060], [0.053, -0.037, 0.042], [-0.300, -0.235, 0.071], [-0.085, -0.299, 0.340], [0.469, -0.675, -0.629], [-0.187, 0.005, 0.135], [-0.186, 0.026, 0.060], [0.135, -0.211, -0.065], [-0.049, 0.263, 0.140], [-0.057, -0.334, 0.560], [-0.113, 0.537, -0.411], [0.078, 0.055, -0.055], [0.166, -0.017, -0.020], [-0.031, -0.012, -0.076], [0.096, -0.047, -0.071], [-0.087, 0.093, 0.047], [-0.142, 0.002, 0.138], [0.052, -0.078, 0.024], [0.097, -0.082, 0.019], [-0.032, 0.109, 0.013], [0.130, -0.085, -0.010], [-0.223, 0.091, -0.061]]
}


# 2
{
  "formula": "C3H14NOSSr",
  "method": "ωB97M-V/def2-TZVPD",
  "total_charge": -1,
  "largest_force_ev_per_a": 4.0,
  "molar_mass_g_mol": 199.8,
  "homo_lumo_gap_ha": 0.117,
  "spin_multiplicity": 1,
  "total_energy_ha": -681.34759,
  "e_lumo_ev": 2.10,
  "elements": ["C", "Sr", "N", "H", "H", "H", "H", "H", "H", "H", "H", "C", "S", "C", "O", "H", "H", "H", "H", "H", "H"],
  "coordinates": [[-1.655200, 2.101243, -1.901836], [2.058263, -0.748451, -0.400696], [1.587123, -1.726624, -2.558345], [-1.656920, 0.596080, -3.588097], [2.505640, -1.866750, -2.985614], [-1.695918, 1.272748, -3.072060], [-2.245968, 3.029756, -2.196465], [-0.667039, 2.401481, -1.422704], [-2.210475, 1.362816, -1.268889], [1.279149, -2.589563, -2.083247], [0.907441, -1.545191, -3.326258], [0.667645, -1.436348, 2.959219], [-0.583485, -0.679663, 1.912629], [-0.317341, 1.066490, 2.397338], [0.123769, -0.637000, 0.511623], [0.286014, -1.486476, 3.976204], [1.604715, -0.873924, 2.970225], [0.845629, -2.453864, 2.619039], [0.767050, 1.297747, 2.415573], [-0.832516, 1.694741, 1.651233], [-0.767566, 1.220751, 3.391132]],
  "atomic_forces_ev_per_a": [[-0.068, 1.332, 0.878], [2.487, 0.533, -0.191], [-0.975, -0.303, -1.537], [-0.122, -1.746, -1.772], [-0.164, -0.331, 0.096], [0.597, 0.808, 1.062], [0.412, -0.940, 0.693], [-0.911, -0.329, -0.474], [0.207, 0.745, -0.235], [0.344, -0.009, -0.493], [0.476, 0.054, 0.742], [-0.156, -0.069, 0.522], [1.915, 1.337, -1.832], [-0.256, -0.082, 0.410], [-3.051, -0.364, 2.633], [-0.236, 0.043, 0.249], [-0.143, 0.003, -0.327], [-0.016, 0.057, -0.216], [-0.652, -0.340, -0.107], [0.162, -0.397, 0.164], [0.151, -0.002, -0.264]]
}